Record 1
113
Properties=species:S:1:pos:R:3 method="wB97M-V/def2-TZVPD" orbital_gap_ev="3.8 / 5.6" total_charge=-2 multiplicity=2 lumo_ev="3.5191 / 3.5901" homo_energy_ev="-0.271 / -2.011" de_lowest_ev=3.690
H 0.97461 -2.62555 -5.22362
C 2.30166 2.41293 6.63214
C 1.87132 2.75994 3.38819
H -4.14735 -3.56524 -8.42115
O -2.87212 3.26553 4.91226
H 4.67973 2.79227 1.48708
C -4.06841 -0.15698 -7.44031
C 2.82598 2.42104 2.38352
H 3.32212 -3.27836 -1.28628
H -3.67363 4.99680 5.70708
C 1.77798 4.15081 3.70358
H 2.96978 1.71928 6.07617
C 1.99393 3.73402 8.59153
H -0.93897 -4.53518 -3.58126
H -0.09995 3.85443 9.25737
C 3.63742 4.67196 2.18618
C -3.69189 -1.33840 -8.33055
O 0.27351 -1.42623 -7.90089
O -2.26032 -1.64026 -8.27842
H 2.53006 -1.31447 -6.91629
H 0.74625 -4.63280 6.84769
H 1.15128 -4.17287 -4.23782
H -0.68947 0.92786 -8.40849
C 2.55272 5.05003 2.94522
H 2.05826 -5.13869 9.91905
H 2.38494 6.11549 2.93558
C 0.09730 2.74478 7.47779
C -5.01444 5.33907 1.06575
C 2.00436 -2.82508 1.81095
C -3.05744 4.66731 4.82056
H 1.12365 4.45946 4.48643
C -3.83974 -0.94603 -9.80956
H -1.52571 -5.71279 -6.72165
H 2.90197 0.45372 -6.91628
H -3.57283 7.12792 3.50063
Si -1.06635 -1.88521 -7.18959
C 1.10833 -1.35369 0.31215
H 1.48765 -0.23676 -5.97044
C -1.52503 -4.01432 -4.34861
C 2.10866 -4.13986 9.61895
H 0.24005 -5.86419 -6.66643
H 3.15487 -4.45949 0.90495
O 1.53534 -4.85111 7.36476
C -4.40053 -2.63303 -7.86681
H 2.27994 -0.98099 -9.57421
H -3.51337 0.70171 -7.82071
H -3.99659 7.27521 1.12098
O -0.98615 -3.39768 -6.68529
H -5.44830 -2.58285 -8.08729
H -0.67695 1.35112 5.23787
H -1.72158 -3.01036 -4.11373
C 2.12270 -3.27898 3.11936
H 1.64233 -4.21209 -5.87757
H -2.42142 -4.51170 -4.67427
C 0.37785 1.72744 5.21964
H -5.21132 0.00172 -7.38568
H -0.23945 1.04099 -6.76156
C 2.87634 3.20286 7.64922
C 2.11988 -0.34337 -6.87100
C -4.28843 6.36562 1.64630
C 0.90467 -3.81625 -5.23641
C 0.19679 1.06493 -7.80779
N -4.58634 4.05877 3.06161
C 2.36357 -1.79147 10.06194
N 2.19463 -2.86936 5.32098
H 0.71668 -0.40891 -10.20558
C 1.83832 -1.80378 -0.73899
C -3.89533 6.27634 2.94763
C 3.77315 3.27638 1.95931
C 1.97229 -1.92916 6.36560
C 2.73812 -2.90199 -0.47661
H -0.69059 -6.37509 -5.25042
N 1.24805 -1.70852 1.63616
H 2.67241 -4.21495 3.27452
H -5.46863 5.49462 0.08953
C 1.08162 -0.19382 -7.98947
C 2.68018 -3.54181 0.70056
H -5.66082 3.30445 1.48836
C 1.01319 1.80601 3.93721
H -3.02258 -0.20599 -9.98585
H 2.83783 1.35463 2.02347
H 2.63960 -0.95109 10.74115
C -0.53917 -4.18531 -5.53219
C -5.10164 4.15676 1.80839
H 2.25054 -0.40073 8.43304
H 0.67162 2.01431 -7.90367
H 2.43334 -3.28652 11.54441
H -0.96645 2.74998 7.25285
C 2.26510 -3.08960 10.52855
S -1.20083 -0.70910 -5.40194
H 3.94300 3.39875 7.59676
C -3.82371 5.04322 3.56360
H -2.04633 5.13653 4.78495
H -3.69099 2.88604 4.63661
H -3.55420 -0.40714 -6.47683
H -4.15166 -2.79677 -6.83479
N 1.82545 -2.44009 4.14581
H -3.65255 -1.88202 -10.42837
C 1.54370 -0.18392 -9.43942
H 2.03776 0.73271 -9.73275
H -4.88518 -0.56675 -9.98703
C 2.14398 -1.47378 8.70211
Hg 1.12710 0.04123 2.95139
C 0.60826 3.47822 8.56501
C 1.87879 -3.82768 8.25996
C -0.62772 -5.64102 -6.02970
H 1.83156 -1.25367 -1.70102
H 2.30228 4.37799 9.40492
C 0.94474 2.25235 6.51248
H 0.41014 -0.46236 0.11535
O 1.82842 -0.73729 6.14605
C 2.03549 -2.51783 7.73934
H 4.32733 5.40296 1.89605



Record 2
108
Properties=species:S:1:pos:R:3 method="wB97M-V/def2-TZVPD" orbital_gap_ev=6.1 total_charge=-1 lumo_ev=2.5034 homo_energy_ev=-3.641
H 1.46104 -6.03354 2.45955
H -3.58066 0.39247 -6.90291
H 6.35202 3.50951 -2.82681
H 0.50464 3.30069 -2.88295
H 3.02544 -4.08218 2.94487
H 0.18275 -5.86672 1.24086
C -0.15529 -0.08444 -4.16139
H 3.24126 -5.35017 0.74311
N 0.41703 0.78388 3.35777
H 3.95750 -0.63979 0.25437
C 0.58289 -3.23839 0.77253
H -4.10844 -1.50107 -1.30188
C -1.30313 3.29430 1.14104
H 6.47125 2.16115 -3.95123
H 3.89804 3.45753 -3.85889
H -2.57927 -0.62013 -1.50212
H -4.14247 1.08828 1.32524
H 0.34130 2.85809 3.47152
H 1.63700 -3.00364 3.20899
C 0.64807 5.00752 0.22206
H 1.73578 4.01386 -3.92915
C 0.99702 -1.04337 -3.97955
H 1.94883 -0.51459 -3.88412
H -1.43308 -3.38562 3.94212
Cu -1.17514 0.21676 1.28103
C 6.22495 2.42927 -2.92082
C -0.73218 -2.63109 4.27360
H -2.61566 1.76884 -7.42349
H -2.03474 0.12584 -7.71001
C 0.34660 1.99725 4.14463
H -0.33997 6.54670 1.36263
H -0.44386 -0.74350 -6.17660
C 0.76195 -5.33371 1.99618
C 2.16325 1.25697 -1.92878
C -5.55366 -2.75890 2.49800
H 1.19379 2.11124 4.84494
C -0.32393 2.76630 0.26424
H 1.96058 -5.24613 -0.47849
C 2.50113 -4.68824 0.28775
H -2.08747 4.97124 2.19340
C -3.13882 -1.27246 -0.82695
C 4.56650 0.99129 -1.68156
C -1.66720 1.63635 -3.39544
C -2.18256 2.62325 -2.38189
H 1.63540 1.55560 1.83318
C -2.96356 -1.55468 2.70811
H 6.95071 1.94529 -2.26666
C 0.24085 -0.44954 4.07757
C -2.55783 0.76491 -6.99755
C -3.75538 -1.44351 1.53228
H 3.17564 -1.52406 -1.06280
C -4.99649 -2.05318 1.44002
C 2.31793 -3.40764 2.45670
H -3.09914 -2.22516 4.75655
C 1.62154 0.72829 2.54656
H -3.12442 2.28134 -4.81738
C 4.81982 2.01463 -2.57513
C 1.33187 3.07258 -3.55280
H -3.21719 2.89345 -2.60189
H 1.43724 5.66094 -0.13548
N -0.23096 -2.51944 0.39596
N -3.28672 -0.61064 0.45740
H 0.07835 -4.96401 2.76127
H 1.87271 -2.30585 6.43256
C -4.07356 0.60968 0.34718
H 2.54473 0.76069 3.15194
H -2.06241 2.61742 1.52061
H 1.92364 -0.08369 5.32050
C -0.33634 5.50615 1.06271
C 0.66303 3.67492 -0.16714
H -2.12291 2.22810 -1.37343
N -1.72431 -0.97107 2.75266
C 3.26523 0.59576 -1.36427
H 3.02585 -3.86113 -0.19215
C -1.30839 4.62204 1.52399
H 1.47742 3.31899 -0.77934
C -3.59590 -2.20257 3.79655
H 2.19511 -0.63768 0.07971
H 5.39958 0.47508 -1.21240
C 1.14971 -2.05406 5.66686
As 0.37308 0.48438 -1.40750
H -2.57237 -2.19089 -0.69772
H -6.52223 -3.23356 2.40331
C -0.79941 -1.33952 3.69474
C 1.16052 -0.80840 5.05391
H -1.59128 3.54417 -2.39051
H -0.57900 2.00734 4.72164
C -0.79210 -0.06787 -5.40033
C 0.20287 -2.97501 5.23318
H -5.09698 0.41809 -0.01649
C 2.41640 2.29246 -2.85514
H -3.58547 1.29804 -0.34441
H 0.18866 -3.98132 5.64035
H -5.26331 -3.27892 4.56482
C 3.13350 -0.60922 -0.46144
C -0.57639 0.78824 -3.14030
H -5.54509 -1.95186 0.50832
H 0.91937 2.51701 -4.39702
H 0.87546 -1.64546 -3.07557
C 3.72738 2.64754 -3.15557
H 1.06801 -1.71421 -4.83698
H 2.87433 -2.57644 2.01889
N -0.37967 1.42942 -0.05246
C -2.28408 1.61451 -4.64318
C 1.54649 -4.17460 1.37072
H 1.61117 -0.20668 1.98926
C -1.86041 0.77516 -5.66342
C -4.84338 -2.79121 3.69107



Record 3
110
Properties=species:S:1:pos:R:3 method="wB97M-V/def2-TZVPD" orbital_gap_ev="7.1 / 7.1" total_charge=+3 multiplicity=2 lumo_ev="-9.0115 / -8.7426" homo_energy_ev="-16.146 / -15.793" de_lowest_ev=0.150
H -5.18898 -2.62250 -1.37545
N -2.75610 1.12024 -4.75666
C -1.57742 1.65357 -5.08932
H -4.52930 1.79255 -5.68051
H -2.14130 2.59818 1.96030
N -2.63686 0.49446 -3.54234
H -4.50173 0.07803 -5.22841
C 2.61084 0.50128 -2.50002
Re 0.39637 0.55943 -0.55369
H -1.08435 -6.16973 0.34364
H 0.67801 -2.22904 -2.15658
H -1.02794 4.41346 1.84179
H 1.32634 -1.46677 4.07720
C 0.77145 5.41007 1.25194
H 3.44560 -1.89141 5.17720
H -0.89180 -4.50228 4.34341
H 3.61819 -1.77627 -1.52521
H 1.32801 -0.89673 6.16990
C 1.61268 -0.64264 3.44174
C 3.78442 1.51382 5.74477
C 4.12720 1.20145 -4.22143
H -2.48092 3.47089 -0.19005
C -1.17474 -5.11305 2.26428
C 1.26428 -1.50103 -2.71197
H -6.60206 1.41749 -1.45049
H -3.20413 -5.23788 1.43619
C -3.94121 -1.21856 -2.40670
H 4.10682 1.42635 6.78121
H -2.03175 0.89600 1.49306
C -6.00209 -0.63932 -1.31064
C 2.28728 1.83560 -2.24287
C -0.86237 -3.76803 1.63223
C -2.69941 -5.25274 2.40282
C -0.53431 -5.26103 3.64359
C -4.73771 1.06675 -2.44019
C 1.85906 0.04056 6.34046
H 3.47199 2.15851 3.33670
C -0.15569 4.37328 1.20431
H 2.30746 -2.10332 -0.37689
C 1.11791 -0.58749 2.15744
H 3.16430 2.40956 5.66996
C 3.01520 0.25257 5.35164
C -3.91327 0.89755 -5.62876
H 4.38877 -1.04279 6.39966
H -3.55971 0.63206 -6.62175
H -0.39503 2.81063 -6.41627
H 4.79078 -0.84371 4.69318
C -1.36174 2.31455 -6.40280
C 3.54610 0.18869 -3.46855
H -4.60767 2.09628 -2.75086
C -1.37492 0.70862 -3.08489
H 2.25986 0.00111 7.35268
C 2.46781 0.34303 3.93939
H 0.34698 1.74622 -4.01976
N 1.33759 2.04359 -1.18930
H 3.82970 -0.83778 -3.65825
H 4.86158 0.95409 -4.97518
H 3.03881 4.24017 -0.95794
H 3.32577 -0.65191 -0.18753
H -6.87542 -0.93402 -0.74506
H 4.16584 3.30464 -4.63703
H -2.73353 1.77579 -0.67990
C 3.96630 -0.95806 5.39860
H -1.51058 -1.92130 -1.14085
C 0.23142 -1.61741 1.59560
H -3.11657 -4.46006 3.02624
H 0.55612 -5.22062 3.59675
C 2.11882 4.28899 -0.39678
O -1.04411 0.26746 -1.89932
C -0.67974 1.42802 -4.05172
H -2.13740 3.05247 -6.60634
H 1.14144 0.86175 6.29718
H 2.03750 -2.02950 -3.26722
C 0.05056 3.30675 0.35397
H 2.51013 3.86767 -2.91067
C -3.79211 0.10764 -2.77547
C 2.80012 1.36292 3.05112
C -1.09461 -2.21158 -0.18844
C 1.17579 3.27218 -0.48003
C 2.84980 -1.31917 -0.90176
H 2.64347 6.14991 0.51815
C 2.82681 2.84316 -3.03332
N -0.28044 -1.31131 0.39184
N -0.88547 2.16755 0.28082
H -1.62081 2.82831 -1.59880
H 0.60795 6.24445 1.91977
C 1.90663 5.36068 0.46163
H -0.66977 1.67922 2.33425
H -2.06128 -4.09490 -0.13609
C 3.74589 2.52034 -4.02254
H -3.22373 -1.95604 -2.74041
H 0.42590 -3.03571 3.17785
H -2.93011 -6.20730 2.87476
H -0.80039 -6.23244 4.05777
H 0.44850 -6.14980 1.23179
H -1.37739 1.57950 -7.21005
H 4.68301 1.65215 5.14103
C -5.85037 0.68385 -1.70746
C -1.40130 -3.41926 0.38994
C -0.63578 -6.21552 1.33701
C -1.46598 1.81954 1.60703
N 1.42033 0.44086 1.32091
C -5.05094 -1.58792 -1.65916
N 1.88664 -0.54978 -1.74724
H 2.53588 2.17347 1.09942
C -0.02979 -2.82373 2.22405
H 0.63086 -0.96081 -3.40960
H -0.87362 -7.19092 1.76072
C -2.00792 2.58360 -0.61241
C 2.27077 1.37966 1.78000



Record 4
119
Properties=species:S:1:pos:R:3 method="wB97M-V/def2-TZVPD" orbital_gap_ev=6.4 total_charge=-1 lumo_ev=1.3653 homo_energy_ev=-4.990 de_lowest_ev=2.600
H -1.93333 2.41545 5.53236
C -1.97489 -0.19786 -3.53382
H -1.03881 1.44791 7.81316
C -0.27739 0.99662 5.76807
C 0.23128 4.91296 -4.22076
H -0.50896 -7.82276 -2.78541
C -1.86624 -5.10413 -3.16890
C -6.74302 0.38968 0.35408
C 4.77090 6.00795 4.50541
C 0.21499 3.62077 -3.60220
N 1.08080 1.28183 0.80187
C -0.07019 6.02203 -3.43952
C 2.22760 1.88735 5.82664
H -0.53159 -6.99084 -5.30630
C -6.69434 2.36024 -1.04065
C -2.48991 -3.89044 -3.91270
C -5.38918 0.56438 0.62431
Cl 3.46478 -1.15000 -1.68659
C 3.13402 3.05635 6.29988
N 0.85668 1.76021 2.95057
N 0.13483 2.46554 -4.31288
C 3.96373 5.29865 5.33374
C 2.27102 1.22880 1.45661
C 0.13722 -7.49196 -1.92493
H -0.82038 1.80764 1.63862
N 2.23077 1.42996 2.75775
H -1.03346 6.76534 -1.62473
O 3.88577 0.21167 -1.37289
H -4.86418 -0.17626 1.21588
Cl 6.56236 6.17395 2.51089
O 8.38058 1.15230 -1.79890
H 4.85153 7.11518 4.51713
H 2.59487 1.42551 4.93660
C -4.66715 1.58035 -0.02574
C -0.47189 4.64846 -1.53628
H -8.38288 1.05791 -0.90044
C -2.46477 -5.28896 -1.74016
C -3.22790 1.54482 -0.10953
H -2.31496 -2.91676 -3.40538
C 0.14176 -0.35726 5.16658
H 1.80537 -6.37867 -2.56645
H -0.43107 3.09339 3.88635
H 0.22333 3.05308 7.21258
H 0.83238 -0.85021 5.86728
C 0.05329 3.57437 -2.19979
C 1.26267 -5.53416 -0.70459
C -1.63852 1.39528 5.21264
H -1.71733 1.26592 4.12979
C 0.51869 -5.19898 -4.84793
H -1.11443 -0.26323 7.34974
H -3.56356 -4.00400 -3.75538
H 2.66301 -5.14374 -4.50139
H -7.25937 3.04042 -1.64766
C -7.35163 1.20934 -0.52981
H -0.05396 7.07900 -3.85254
O 2.48061 -1.06576 -2.90438
H -2.37216 0.63965 5.61591
H 1.02869 -7.30854 -4.53491
O 0.22182 3.32881 6.27829
C -1.05927 0.50277 -4.31125
C 0.21903 1.55721 1.78127
H -0.75885 -0.99118 5.14107
H 2.01477 -3.52182 -4.53473
C 1.94782 -4.51302 -5.00022
H 0.14268 2.57979 -1.76313
H -2.24073 -3.82962 -5.02238
H 0.60138 -0.27586 4.14339
H 2.03827 -4.79090 -0.89681
C 5.61234 5.29299 3.57662
H -2.64635 -6.35135 -1.49204
H 0.44617 0.42869 7.83092
H 0.83395 -8.30894 -1.65450
H -7.25221 -0.47216 0.84284
H -3.44869 -4.79216 -1.75419
C 4.71254 3.19827 4.37690
H -4.27830 -0.43384 -6.04721
C 3.89275 3.84212 5.27895
C -3.13831 -0.49763 -4.22750
O 4.46825 -1.99851 -2.14166
H -1.97493 -6.04089 -3.72744
C 0.76073 2.18736 5.47115
H -0.31538 0.91857 -6.34009
C 5.66969 3.90133 3.62595
N -2.05290 1.43558 -0.17368
H -4.83377 3.51601 -1.11061
H -0.51794 -7.45024 -1.02900
C -5.39298 2.60449 -0.73607
H 2.23130 1.12808 6.62393
H 6.39731 3.43117 2.97286
C -3.32137 -0.24231 -5.60390
H 3.34468 5.81488 6.05576
C 0.87688 -6.20122 -2.05415
H 2.54866 3.76876 6.87479
H -4.04523 -0.97981 -3.73393
C -0.52301 5.93316 -2.16244
H 0.60111 5.04746 -5.19495
H 3.23512 1.13566 0.95790
P -0.00737 -4.79457 -3.02935
H 4.73090 2.10598 4.29251
H 1.55637 -6.32598 -0.01973
C -0.46840 0.65855 7.26081
C 0.60527 2.71165 3.99288
I -0.66132 -2.62209 1.66811
Ba 0.11503 -0.23770 -1.24951
C -2.24803 0.15825 -6.39917
H 1.20236 3.57529 3.77042
H -0.18843 -4.58683 -5.41576
H 0.45288 -4.99834 -0.24294
H 2.14880 -4.48549 -6.03966
N -0.23151 1.42870 -3.65669
C -1.10771 0.57897 -5.71880
C 7.35106 1.31101 -2.28070
H -0.88964 4.57647 -0.51671
H 0.97093 -6.69034 -6.17934
O 2.62418 -1.58840 -0.52589
H 3.92099 2.70151 6.98141
H -2.24201 0.24788 -7.47405
H -1.89160 -4.82028 -0.92253
C 0.50411 -6.61171 -5.20690